No. 1
C16H24N2O2S | wB97M-V/def2-TZVPD

Output
E_HOMO: -8.20 eV
calculated total energy: -1282.26621 Ha
Kohn-Sham gap: 8.82 eV
ΔE to the lowest compared entry with this formula, charge and spin: 1.783 eV

```
! wB97M-V def2-TZVPD RIJCOSX def2/J DEFGRID3
* xyz 0 1
C -4.783 -3.509 -1.015
C -4.370 -2.198 -0.419
C -4.524 -1.968 0.945
C -4.155 -0.764 1.506
C -3.618 0.242 0.707
S -3.170 1.746 1.535
C -2.739 2.881 0.184
C -1.472 2.529 -0.592
O -1.342 2.864 -1.751
N -0.552 1.854 0.113
C 0.734 1.476 -0.421
C 1.877 2.229 0.260
C 3.228 1.739 -0.260
N 3.404 0.315 -0.028
C 3.798 0.008 1.337
C 3.828 -1.510 1.518
O 4.722 -2.118 0.618
C 4.370 -1.805 -0.709
C 4.355 -0.294 -0.942
C -3.455 0.028 -0.651
C -3.834 -1.186 -1.200
H -4.289 -4.333 -0.503
H -4.531 -3.553 -2.072
H -5.859 -3.650 -0.909
H -4.940 -2.742 1.573
H -4.278 -0.587 2.564
H -3.582 2.971 -0.502
H -2.589 3.846 0.673
H -0.755 1.624 1.076
H 0.887 0.401 -0.289
H 0.712 1.707 -1.488
H 1.812 2.086 1.340
H 1.786 3.298 0.057
H 4.038 2.330 0.202
H 3.264 1.908 -1.339
H 3.073 0.437 2.030
H 4.797 0.420 1.569
H 4.173 -1.773 2.520
H 2.814 -1.909 1.363
H 5.114 -2.287 -1.345
H 3.373 -2.212 -0.935
H 4.042 -0.091 -1.968
H 5.375 0.104 -0.795
H -3.036 0.785 -1.294
H -3.703 -1.339 -2.262
*
```

***

No. 2
C16H24N2O3S | wB97M-V/def2-TZVPD

Output
E_HOMO: -8.84 eV
calculated total energy: -1357.52163 Ha
Kohn-Sham gap: 9.45 eV
ΔE to the lowest compared entry with this formula, charge and spin: 0.946 eV

```
! wB97M-V def2-TZVPD RIJCOSX def2/J DEFGRID3
* xyz 0 1
C -3.341 -3.136 -0.710
C -2.137 -2.832 0.149
S -2.395 -1.228 0.958
O -1.208 -0.918 1.717
O -3.642 -1.257 1.664
N -2.524 -0.206 -0.381
C -3.753 0.589 -0.435
C -3.516 1.969 -1.045
C -2.464 2.763 -0.260
C -1.393 1.829 0.309
C -0.005 2.455 0.382
O 0.348 3.401 -0.291
N 0.790 1.815 1.264
C 2.216 2.059 1.352
C 2.991 0.908 0.766
C 2.788 0.548 -0.561
C 3.462 -0.525 -1.109
C 4.361 -1.266 -0.349
C 5.103 -2.415 -0.960
C 4.562 -0.902 0.975
C 3.882 0.169 1.529
C -1.318 0.572 -0.568
H -3.417 -2.406 -1.511
H -3.271 -4.131 -1.143
H -4.238 -3.077 -0.099
H -2.002 -3.554 0.950
H -1.219 -2.735 -0.422
H -4.162 0.689 0.575
H -4.480 0.031 -1.035
H -4.463 2.509 -1.053
H -3.201 1.847 -2.082
H -2.937 3.309 0.557
H -1.979 3.492 -0.913
H -1.673 1.494 1.313
H 0.437 0.983 1.717
H 2.404 2.977 0.786
H 2.495 2.217 2.398
H 2.097 1.121 -1.163
H 3.296 -0.793 -2.143
H 5.583 -3.021 -0.195
H 4.429 -3.045 -1.537
H 5.874 -2.045 -1.636
H 5.256 -1.465 1.583
H 4.050 0.433 2.563
H -0.478 -0.061 -0.283
H -1.212 0.841 -1.622
*
```

***

No. 3
C16H24N2O8OsP | wB97M-V/def2-TZVPD

Output
E_HOMO (spin up / spin down): -11.44 / -13.41 eV
expectation value of S²: 6.0140
calculated total energy: -1767.38787 Ha
Kohn-Sham gap (spin up / spin down): 7.97 / 8.46 eV
ΔE to the lowest compared entry with this formula, charge and spin: 0.000 eV

```
! wB97M-V def2-TZVPD RIJCOSX def2/J DEFGRID3
* xyz 1 5
Os -0.126 -0.176 0.011
O -0.536 3.809 -0.937
C -0.547 2.713 -0.454
O -0.131 1.600 -1.032
C -1.093 2.483 0.956
C -1.660 3.411 1.809
C -2.121 2.957 3.043
C -2.018 1.612 3.397
C -1.441 0.749 2.488
N -0.996 1.217 1.328
C -1.250 -0.758 2.607
O -1.437 -1.335 3.638
O -0.876 -1.320 1.460
H -1.742 4.443 1.498
H -2.577 3.656 3.731
H -2.378 1.233 4.344
N 2.198 -0.616 -3.811
C 1.428 -0.612 -2.723
O 1.861 -0.288 -1.610
C -0.016 -1.014 -2.878
C -0.537 -1.540 -1.551
H 3.148 -0.287 -3.753
H 1.828 -0.836 -4.719
H -0.138 -1.751 -3.674
H -0.565 -0.115 -3.175
H -0.040 -2.470 -1.257
H -1.615 -1.702 -1.586
C 5.759 -0.365 0.593
C 4.295 -0.672 0.380
O 3.536 0.144 1.311
P 1.973 -0.050 1.574
O 1.765 1.105 2.658
C 2.232 2.464 2.496
C 1.932 3.210 3.777
O 1.786 -1.354 2.436
C 2.424 -1.575 3.729
C 2.585 -3.064 3.918
H 6.365 -0.968 -0.083
H 6.052 -0.591 1.618
H 5.958 0.688 0.398
H 4.081 -1.726 0.574
H 3.977 -0.432 -0.631
H 1.725 2.923 1.642
H 3.302 2.444 2.292
H 0.875 3.118 4.026
H 2.176 4.265 3.659
H 2.518 2.801 4.599
H 1.768 -1.149 4.488
H 3.381 -1.053 3.746
H 1.625 -3.560 3.779
H 2.937 -3.266 4.929
H 3.303 -3.474 3.208
*
```

***

No. 4
C16H24N2OPTc | wB97M-V/def2-TZVPD

Output
E_HOMO (spin up / spin down): -17.34 / -17.42 eV
expectation value of S²: 3.7888
calculated total energy: -1229.80802 Ha
Kohn-Sham gap (spin up / spin down): 6.90 / 3.38 eV

```
! wB97M-V def2-TZVPD RIJCOSX def2/J DEFGRID3
* xyz 3 4
Tc 0.149 -0.969 0.067
C -0.213 -1.703 -2.851
C 0.098 -2.890 -1.948
C 0.517 -4.173 -2.399
C 0.708 -4.942 -1.263
C 0.243 -4.158 -0.113
C 0.205 -4.507 1.348
N -0.118 -2.910 -0.607
H 0.168 -2.003 -3.854
H 0.369 -0.812 -2.489
H -1.299 -1.394 -2.981
H 0.608 -4.507 -3.415
H 0.988 -5.990 -1.174
H -0.853 -4.484 1.738
H 0.876 -3.823 1.927
H 0.587 -5.543 1.459
C 2.172 1.387 -1.441
P 2.086 0.304 0.026
C 2.398 1.387 1.532
C 3.657 -0.673 -0.089
H 3.156 1.783 -1.557
H 1.509 2.230 -1.452
H 2.122 0.866 -2.404
H 2.976 2.317 1.274
H 3.010 0.794 2.207
H 1.469 1.758 1.956
H 4.506 0.024 -0.178
H 3.600 -1.367 -0.928
H 3.721 -1.258 0.835
N -0.974 0.794 0.185
C -1.539 1.830 0.300
C -2.395 2.915 0.585
C -3.643 2.709 1.237
C -4.517 3.775 1.402
C -4.179 5.091 1.028
C -2.987 5.283 0.329
C -2.108 4.216 0.076
H -3.776 1.716 1.614
H -5.563 3.580 1.612
H -4.909 5.861 1.191
H -2.695 6.172 -0.100
H -1.099 4.378 -0.404
O 0.376 -0.915 2.231
H 0.834 -1.713 2.671
H -0.241 -0.436 2.816
*
```

***

No. 5
C16H24O12 | wB97M-V/def2-TZVPD

Output
E_HOMO (spin up / spin down): -11.88 / -11.88 eV
expectation value of S²: 0.7559
calculated total energy: -1526.53566 Ha
Kohn-Sham gap (spin up / spin down): 8.12 / 1.50 eV
ΔE to the lowest compared entry with this formula, charge and spin: 0.188 eV

```
! wB97M-V def2-TZVPD RIJCOSX def2/J DEFGRID3
* xyz 1 2
C 1.135 -1.214 1.569
C 0.040 -0.043 1.616
C -0.713 0.188 0.298
O -2.030 0.387 0.781
C -2.166 0.061 2.046
O -3.247 -0.060 2.594
O -0.997 -0.293 2.625
H 0.746 -2.201 1.319
H 1.747 -1.175 2.469
H 1.923 -1.088 0.826
H 0.420 0.939 1.898
H -0.688 -0.747 -0.261
H -0.306 1.071 -0.196
C 1.628 -1.796 -3.345
C 0.175 -1.943 -2.929
C -0.692 -2.784 -3.818
O -1.196 -3.773 -3.025
C -0.565 -3.760 -1.850
O -0.788 -4.475 -0.863
O 0.176 -2.715 -1.708
H 2.110 -2.761 -3.186
H 2.219 -1.107 -2.742
H 1.640 -1.511 -4.397
H -0.253 -0.973 -2.674
H -0.204 -3.095 -4.742
H -1.545 -2.203 -4.170
C -3.848 -0.667 -3.157
C -4.866 -0.532 -2.028
C -4.865 0.781 -1.320
O -6.199 1.267 -1.509
C -6.930 0.310 -2.008
O -8.149 0.398 -2.085
O -6.150 -0.586 -2.558
H -3.912 -1.659 -3.604
H -2.896 -0.612 -2.628
H -3.815 0.127 -3.903
H -4.598 -1.334 -1.340
H -4.069 1.430 -1.687
H -4.666 0.535 -0.277
C 5.998 4.269 3.799
C 5.418 2.881 3.253
C 5.412 1.730 4.356
O 4.002 1.684 4.627
C 3.318 2.346 3.764
O 2.078 2.323 3.589
O 4.017 3.185 3.121
H 5.711 4.524 4.820
H 5.676 5.124 3.205
H 7.069 4.142 3.960
H 5.857 2.600 2.296
H 5.942 1.936 5.286
H 5.893 0.869 3.891
*
```

***

No. 6
C16H24O12Rb | wB97M-V/def2-TZVPD

Output
E_HOMO (spin up / spin down): -2.98 / -10.90 eV
expectation value of S²: 0.7502
calculated total energy: -1550.99559 Ha
Kohn-Sham gap (spin up / spin down): 3.28 / 11.21 eV

```
! wB97M-V def2-TZVPD RIJCOSX def2/J DEFGRID3
* xyz 0 2
Rb -18.868 -17.629 -3.743
C -14.239 -17.388 -7.307
C -15.517 -16.483 -7.267
C -15.775 -16.034 -5.797
O -16.068 -14.680 -6.037
C -15.881 -14.312 -7.325
O -16.077 -13.248 -7.856
O -15.422 -15.388 -8.028
H -14.113 -17.676 -8.351
H -14.284 -18.341 -6.779
H -13.348 -16.852 -6.979
H -16.411 -17.043 -7.541
H -14.868 -16.058 -5.194
H -16.672 -16.473 -5.361
C -20.182 -16.623 -10.583
C -18.931 -16.118 -9.864
C -18.827 -14.636 -9.419
O -19.104 -14.780 -8.087
C -19.046 -16.052 -7.662
O -19.185 -16.481 -6.486
O -18.768 -16.847 -8.688
H -20.077 -17.708 -10.596
H -20.188 -16.249 -11.607
H -21.104 -16.478 -10.021
H -18.071 -16.368 -10.485
H -19.637 -14.124 -9.939
H -17.854 -14.195 -9.635
C -21.100 -20.908 -5.298
C -20.664 -19.743 -6.186
C -19.880 -20.030 -7.422
O -20.566 -19.413 -8.533
C -21.773 -18.941 -8.056
O -22.718 -18.409 -8.702
O -21.823 -19.123 -6.720
H -21.343 -21.734 -5.966
H -21.952 -20.771 -4.632
H -20.291 -21.243 -4.649
H -20.111 -18.985 -5.632
H -19.696 -21.102 -7.486
H -18.874 -19.622 -7.320
C -24.674 -19.323 -1.073
C -24.289 -19.560 -2.539
C -25.073 -18.695 -3.527
O -24.043 -18.142 -4.359
C -22.848 -18.346 -3.712
O -21.798 -17.724 -3.921
O -22.943 -19.093 -2.651
H -25.699 -19.656 -0.910
H -24.607 -18.254 -0.871
H -23.993 -19.755 -0.340
H -24.368 -20.633 -2.716
H -25.642 -17.864 -3.110
H -25.736 -19.331 -4.113
*
```

***

What is the calculated total energy in the fourth record?
-1229.80802 Ha

***

Which of these has the highest calculated total energy?
C16H24N2OPTc

***

Please write out number 2 again, unchanged.
C16H24N2O3S | wB97M-V/def2-TZVPD

Output
E_HOMO: -8.84 eV
calculated total energy: -1357.52163 Ha
Kohn-Sham gap: 9.45 eV
ΔE to the lowest compared entry with this formula, charge and spin: 0.946 eV

```
! wB97M-V def2-TZVPD RIJCOSX def2/J DEFGRID3
* xyz 0 1
C -3.341 -3.136 -0.710
C -2.137 -2.832 0.149
S -2.395 -1.228 0.958
O -1.208 -0.918 1.717
O -3.642 -1.257 1.664
N -2.524 -0.206 -0.381
C -3.753 0.589 -0.435
C -3.516 1.969 -1.045
C -2.464 2.763 -0.260
C -1.393 1.829 0.309
C -0.005 2.455 0.382
O 0.348 3.401 -0.291
N 0.790 1.815 1.264
C 2.216 2.059 1.352
C 2.991 0.908 0.766
C 2.788 0.548 -0.561
C 3.462 -0.525 -1.109
C 4.361 -1.266 -0.349
C 5.103 -2.415 -0.960
C 4.562 -0.902 0.975
C 3.882 0.169 1.529
C -1.318 0.572 -0.568
H -3.417 -2.406 -1.511
H -3.271 -4.131 -1.143
H -4.238 -3.077 -0.099
H -2.002 -3.554 0.950
H -1.219 -2.735 -0.422
H -4.162 0.689 0.575
H -4.480 0.031 -1.035
H -4.463 2.509 -1.053
H -3.201 1.847 -2.082
H -2.937 3.309 0.557
H -1.979 3.492 -0.913
H -1.673 1.494 1.313
H 0.437 0.983 1.717
H 2.404 2.977 0.786
H 2.495 2.217 2.398
H 2.097 1.121 -1.163
H 3.296 -0.793 -2.143
H 5.583 -3.021 -0.195
H 4.429 -3.045 -1.537
H 5.874 -2.045 -1.636
H 5.256 -1.465 1.583
H 4.050 0.433 2.563
H -0.478 -0.061 -0.283
H -1.212 0.841 -1.622
*
```